The following is a DFT calculation (ωB97M-V with the def2-TZVPD basis set) of a cluster of 5 separate species, C39H52ClF7N3O17P2S in total in a non-equilibrium geometry.

For the highest occupied orbital energy, the calculation gives -11.2492 eV. As for the largest force on an atom: 4.69 eV Å⁻¹. The calculation puts the HOMO-LUMO gap at 7.26 eV. The charge is +1.

Bonds (Å) are listed after each position.
Geometry (Å):
1 C 4.93669 1.55701 1.20530  C2 1.581, H47 1.125, H48 1.116, H49 1.115
2 C 3.42780 1.72394 1.64636  C1 1.581, O3 1.454, C4 1.601, H50 1.115
3 O 3.44468 2.51749 2.86415  C2 1.454, H51 0.975
4 C 2.71957 0.33173 1.99980  C2 1.601, O5 1.445, H52 1.127, H53 1.116
5 O 1.64426 0.03227 1.08183  C4 1.445, C6 1.407
6 C 1.44301 -1.34207 0.86008  O5 1.407, P7 1.921, N10 1.490, C39 1.651
7 P 1.18903 -2.19452 2.56260  C6 1.921, O8 1.688, Cl9 2.125
8 O 0.45385 -1.06379 3.57705  P7 1.688, H54 0.974
9 Cl 3.08783 -2.70122 3.37024  P7 2.125
10 N 2.31273 -2.04404 -0.12554  C6 1.490, C11 1.461, C17 1.447
11 C 3.29748 -1.22581 -0.83001  N10 1.461, C12 1.468, C16 1.467
12 C 4.74058 -1.46978 -0.71558  C11 1.468, C13 1.452, H55 1.111
13 C 5.72714 -0.64584 -1.39017  C12 1.452, C14 1.459, H56 1.116
14 C 5.33653 0.49059 -2.21674  C13 1.459, C15 1.454, H57 1.108
15 C 3.91165 0.75599 -2.33437  C14 1.454, C16 1.455, H58 1.115
16 C 2.92511 -0.08049 -1.66749  C11 1.467, C15 1.455, H59 1.110
17 C 1.59943 -2.87731 -1.06966  N10 1.447, N18 1.310, N36 1.414
18 N 2.07893 -3.96222 -1.62452  C17 1.310, C19 1.510, C22 1.465
19 C 1.25665 -4.72003 -2.63954  N18 1.510, C20 1.572, H60 1.125, H61 1.115
20 C 1.94866 -6.04008 -3.13844  C19 1.572, F21 1.417, H62 1.122, H63 1.115
21 F 1.09334 -6.53378 -4.15503  C20 1.417
22 C 3.42539 -4.47389 -1.35743  N18 1.465, O23 1.184, C24 1.582
23 O 4.30527 -4.03190 -2.01570  C22 1.184
24 C 3.81725 -5.60906 -0.32748  C22 1.582, F25 1.369, F26 1.382, C27 1.575
25 F 4.12366 -6.73236 -1.04663  C24 1.369
26 F 5.01761 -5.19382 0.21731  C24 1.382
27 C 2.84553 -5.83225 0.89229  C24 1.575, F28 1.368, F29 1.383, C30 1.573
28 F 2.11793 -4.72234 1.22278  C27 1.368
29 F 3.65216 -6.07997 1.98803  C27 1.383
30 C 1.85576 -7.05221 0.82083  C27 1.573, F31 1.393, F32 1.374, C33 1.575
31 F 1.32496 -7.17278 2.10270  C30 1.393
32 F 2.47953 -8.25917 0.61245  C30 1.374
33 C 0.60314 -6.85631 -0.11315  C30 1.575, O34 1.190, O35 1.402
34 O -0.09894 -5.89600 -0.08830  C33 1.190
35 O 0.23837 -7.87546 -1.00407  C33 1.402, H64 0.980
36 N 0.33216 -2.26784 -1.21741  C17 1.414, P37 1.751, C39 1.498
37 P -0.23153 -1.71231 -2.77976  N36 1.751, S38 1.968, H65 1.422, H66 1.432
38 S -2.08177 -1.04609 -2.70334  P37 1.968
39 C 0.05008 -1.40882 -0.02299  C6 1.651, N36 1.498, O40 1.406, C41 1.595
40 O -0.17930 -0.04760 -0.28848  C39 1.406, H67 0.976
41 C -1.17131 -2.19740 0.63418  C39 1.595, C42 1.581, H68 1.128, H69 1.121
42 C -2.01420 -1.33620 1.65830  C41 1.581, C43 1.581, H70 1.122, H71 1.125
43 C -3.53977 -1.46462 1.26346  C42 1.581, C44 1.571, H72 1.127, H73 1.120
44 C -4.14626 -2.77898 1.87287  C43 1.571, O45 1.197, O46 1.379
45 O -4.70753 -2.69007 2.92588  C44 1.197
46 O -4.09305 -3.99943 1.23308  C44 1.379, H74 0.974
47 H 5.57041 2.18811 1.88726  C1 1.125
48 H 5.32589 0.51426 1.29059  C1 1.116
49 H 5.04258 1.93826 0.16295  C1 1.115
50 H 2.80738 2.26031 0.89149  C2 1.115
51 H 4.08623 2.07308 3.44833  O3 0.975
52 H 3.51634 -0.44593 1.82642  C4 1.127
53 H 2.41757 0.41342 3.07155  C4 1.116
54 H -0.14957 -1.58590 4.13628  O8 0.974
55 H 5.13525 -2.30345 -0.09659  C12 1.111
56 H 6.82488 -0.82213 -1.29057  C13 1.116
57 H 6.04131 1.17445 -2.72953  C14 1.108
58 H 3.55894 1.63081 -2.92815  C15 1.115
59 H 1.86232 0.21406 -1.78935  C16 1.110
60 H 1.24766 -4.04549 -3.53998  C19 1.125
61 H 0.20807 -4.89217 -2.30138  C19 1.115
62 H 2.92831 -5.84617 -3.65018  C20 1.122
63 H 2.01588 -6.85399 -2.37968  C20 1.115
64 H -0.19442 -8.56652 -0.46068  O35 0.980
65 H 0.54402 -0.66024 -3.33982  P37 1.422
66 H -0.26113 -2.74035 -3.77617  P37 1.432
67 H -1.13914 0.12185 -0.34338  O40 0.976
68 H -1.85531 -2.41056 -0.23765  C41 1.128
69 H -0.86630 -3.20730 1.01465  C41 1.121
70 H -1.66470 -0.27228 1.73347  C42 1.122
71 H -1.90620 -1.78919 2.68216  C42 1.125
72 H -3.71479 -1.43226 0.15102  C43 1.127
73 H -4.06848 -0.57406 1.69032  C43 1.120
74 H -3.60442 -3.92113 0.39475  O46 0.974
75 O -0.39520 -0.56257 -5.22540  C76 1.208
76 C -1.23290 -0.14881 -5.99128  O75 1.208, O77 1.345, C80 1.509
77 O -2.01128 0.91770 -5.73354  C76 1.345, C78 1.441
78 C -2.97465 1.08033 -6.79314  O77 1.441, C79 1.513, H81 1.093, H82 1.085
79 C -2.37513 0.36616 -7.98467  C78 1.513, C80 1.519, H83 1.089, H84 1.093
80 C -1.59350 -0.75659 -7.32509  C76 1.509, C79 1.519, H85 1.092, H86 1.089
81 H -3.92056 0.63565 -6.47470  C78 1.093
82 H -3.13162 2.13634 -6.98579  C78 1.085
83 H -3.12059 0.02322 -8.70114  C79 1.089
84 H -1.68660 1.03314 -8.50986  C79 1.093
85 H -2.21183 -1.64131 -7.15682  C80 1.092
86 H -0.70076 -1.01520 -7.89170  C80 1.089
87 O -5.97008 3.40726 -5.78996  C88 1.197
88 C -5.01777 3.87124 -5.23319  O87 1.197, O89 1.362, C92 1.509
89 O -3.75237 3.81770 -5.73423  C88 1.362, C90 1.437
90 C -2.83349 4.36412 -4.77423  O89 1.437, C91 1.516, H93 1.094, H94 1.090
91 C -3.67264 5.25721 -3.88240  C90 1.516, C92 1.520, H95 1.090, H96 1.093
92 C -5.01605 4.54687 -3.88346  C88 1.509, C91 1.520, H97 1.092, H98 1.088
93 H -2.37453 3.53869 -4.22304  C90 1.094
94 H -2.05222 4.92000 -5.29212  C90 1.090
95 H -3.24777 5.39333 -2.88805  C91 1.090
96 H -3.77909 6.24376 -4.34047  C91 1.093
97 H -5.07447 3.78397 -3.10463  C92 1.092
98 H -5.84375 5.24738 -3.79642  C92 1.088
99 O -4.13824 1.54024 3.17147  C100 1.198
100 C -3.16524 1.99951 3.69737  O99 1.198, O101 1.363, C104 1.509
101 O -1.90728 1.90072 3.18204  C100 1.363, C102 1.439
102 C -0.96566 2.45748 4.11735  O101 1.439, C103 1.515, H105 1.094, H106 1.090
103 C -1.77597 3.39519 4.98796  C102 1.515, C104 1.516, H107 1.090, H108 1.091
104 C -3.13188 2.71710 5.02388  C100 1.509, C103 1.516, H109 1.092, H110 1.088
105 H -0.51775 1.63960 4.68918  C102 1.094
106 H -0.17815 2.98050 3.57502  C102 1.090
107 H -1.33741 3.55262 5.97313  C103 1.090
108 H -1.86634 4.36771 4.50160  C103 1.091
109 H -3.19786 1.98018 5.82732  C104 1.092
110 H -3.94247 3.43920 5.09834  C104 1.088
111 O -2.98548 6.18328 5.92032  C112 1.199
112 C -2.00660 6.64012 6.44015  O111 1.199, O113 1.359, C116 1.510
113 O -0.75666 6.53630 5.91614  C112 1.359, C114 1.436
114 C 0.19793 7.09042 6.83545  O113 1.436, C115 1.515, H117 1.093, H118 1.089
115 C -0.59709 8.03509 7.71359  C114 1.515, C116 1.520, H119 1.090, H120 1.093
116 C -1.95789 7.36099 7.76589  C112 1.510, C115 1.520, H121 1.092, H122 1.088
117 H 0.64794 6.27266 7.40480  C114 1.093
118 H 0.98127 7.60647 6.28145  C114 1.089
119 H -0.14649 8.19389 8.69302  C115 1.090
120 H -0.68850 9.00781 7.22395  C115 1.093
121 H -2.01896 6.62674 8.57171  C116 1.092
122 H -2.76504 8.08595 7.84629  C116 1.088

Mulliken atomic charge list, values in e, 8 entries: -1.057 0.159 -0.610 -0.300 -0.447 0.100 -0.237 -0.225